Here is an isolated ion of composition C5H10NS and charge +1 from the Open Molecules 2025 dataset. Energies are from ωB97M-V with the def2-TZVPD basis set.

Its LUMO energy is -0.1720 Eh. The calculation puts the HOMO energy at -13.719 eV. As for the frontier orbital gap: 0.3322 Eh. The total energy comes out at -649.0780 hartree. Its total charge is +1.

Last column: natural (NBO) charge in e.
Geometry (Å):
C 0.800 -0.479 1.313  0.03
C 0.505 -1.422 2.130  -0.47
C 0.138 0.977 -1.015  -0.24
C 1.220 1.695 -0.177  -0.57
C -1.317 -0.963 -1.015  -0.44
N -0.646 0.014 -0.229  -0.50
S 2.088 0.398 0.647  0.52
H 0.669 -1.551 3.265  0.32
H -0.316 -2.133 1.724  0.28
H -0.465 1.623 -1.559  0.23
H 0.738 0.385 -1.678  0.22
H 1.958 2.084 -0.811  0.26
H 0.726 2.591 0.513  0.26
H -1.756 -0.438 -1.784  0.21
H -0.749 -1.889 -1.343  0.24
H -2.218 -1.382 -0.406  0.23
H -1.374 0.492 0.424  0.42

Cartesian forces (eV/Å) of the 3 atoms listed first:
1.205 1.551 -1.794
-2.885 -2.249 1.677
1.469 -1.412 1.550